Entry 1:
DFT (wB97M-V/def2-TZVPD) results for the molecule C5H11NO2.

Each line ends with the Mulliken charge.
Positions of all 19 atoms, in Å:
C -0.84 1.25 0.82  -0.683
N -0.68 -0.15 0.67  0.239
C -1.91 -0.78 0.15  -1.174
C 0.51 -0.24 -1.57  -1.175
C 0.51 -0.59 -0.01  -0.429
C 1.86 0.04 0.59  0.281
O 2.80 -0.80 0.13  -0.670
O 1.96 1.41 0.21  -0.481
H -0.67 1.47 1.88  0.351
H -1.84 1.53 0.47  0.364
H 1.03 1.66 0.45  0.298
H -1.92 -1.87 0.17  0.280
H -2.10 -0.36 -0.85  0.470
H -2.74 -0.40 0.74  0.460
H 0.33 0.85 -1.57  0.302
H 1.56 -0.40 -1.83  0.437
H -0.21 -0.80 -2.14  0.382
H 0.68 -1.67 0.02  0.457
H 1.66 -0.15 1.67  0.289

## Properties
lowest unoccupied orbital energy: -3.12 eV
HOMO-LUMO gap: 4.5 eV
energy above the lowest of the compared OMol25 structures with the same formula, charge and spin: 174.4 kcal/mol
molar mass: 117.15 g/mol

Entry 2:
DFT (wB97M-V/def2-TZVPD) results for C5H11NO2 as an isolated structure.

Each line ends with the Mulliken charge.
Positions of all 19 atoms, in Å:
C -0.87 -0.49 -0.36  -0.314
C 2.42 0.01 -0.01  -0.889
C -1.54 0.81 1.03  -1.468
C -1.23 -0.54 -1.78  -1.287
N 1.21 0.07 0.81  -0.059
C 0.00 0.62 0.08  1.317
O 1.05 -1.21 1.44  -0.473
O 0.18 1.68 -0.57  -0.720
H 0.97 -0.98 2.37  0.349
H -0.97 -1.40 0.23  0.490
H 2.55 0.98 -0.48  0.354
H 3.28 -0.19 0.63  0.281
H 2.35 -0.77 -0.78  0.292
H -0.65 0.19 -2.36  0.334
H -1.12 1.48 1.78  0.438
H -2.04 0.05 1.62  0.336
H -2.24 1.40 0.44  0.369
H -2.26 -0.18 -1.89  0.312
H -1.10 -1.53 -2.21  0.339

## Properties
lowest unoccupied orbital energy: 0.15 eV
HOMO-LUMO gap: 8.4 eV
energy above the lowest of the compared OMol25 structures with the same formula, charge and spin: 139.2 kcal/mol
molar mass: 117.15 g/mol

Entry 3:
DFT (wB97M-V/def2-TZVPD) results for C5H11NO2 as an isolated structure.

Each line ends with the Mulliken charge.
Positions of all 19 atoms, in Å:
C 2.13 -0.43 0.52  -1.648
C 0.85 -0.51 -0.22  0.304
C 0.13 -1.88 0.18  -1.126
C -0.02 0.75 0.01  -1.299
C -2.24 1.67 -0.67  0.681
H 2.97 -1.40 0.27  0.235
H 1.88 -0.55 1.71  0.244
H 2.55 0.29 0.25  0.777
H 0.98 -0.58 -1.22  0.409
H -0.76 -1.94 -0.38  0.424
H -0.18 -1.98 1.29  0.270
H 0.77 -2.91 -0.42  0.257
H 0.41 1.63 -0.02  0.705
H -0.33 0.70 1.08  0.351
H -1.05 0.19 -1.90  0.323
H -1.44 2.13 1.33  0.419
N -1.35 0.65 -0.76  -0.196
O -2.25 2.33 0.52  -0.528
O -3.06 1.83 -1.57  -0.602

## Properties
lowest unoccupied orbital energy: 0.27 eV
HOMO-LUMO gap: 10.2 eV
energy above the lowest of the compared OMol25 structures with the same formula, charge and spin: 133.5 kcal/mol
molar mass: 117.15 g/mol

Entry 4:
DFT (wB97M-V/def2-TZVPD) results for the molecule C5H11NO2.

Each line ends with the Mulliken charge.
Positions of all 19 atoms, in Å:
C 1.49 -2.47 -0.26  -0.718
N 0.00 -2.23 -0.35  -0.205
C -0.61 -1.02 -0.28  0.541
O -1.76 -0.84 -0.66  -0.632
C -0.03 0.03 0.79  -0.898
C 0.93 1.21 0.56  -0.295
C 0.40 2.32 -0.25  -0.442
O -0.78 2.86 0.31  -0.542
H 1.82 -2.01 0.65  0.225
H 1.88 -3.53 -0.22  0.292
H 1.80 -1.77 -1.07  0.285
H -0.41 -2.97 -0.80  0.243
H -1.09 0.39 1.15  0.271
H 0.43 -0.63 1.49  0.446
H 1.79 0.76 0.03  0.254
H 1.37 1.60 1.57  0.279
H 0.13 1.89 -1.25  0.263
H 1.17 3.14 -0.20  0.290
H -1.55 2.14 0.41  0.343

## Properties
lowest unoccupied orbital energy: 0.62 eV
HOMO-LUMO gap: 10.3 eV
SMILES: CNC(=O)CCCO
energy above the lowest of the compared OMol25 structures with the same formula, charge and spin: 53.7 kcal/mol
molar mass: 117.15 g/mol

Entry 5:
DFT (wB97M-V/def2-TZVPD) results for the molecule C5H11NO2.

Each line ends with the Mulliken charge.
Positions of all 19 atoms, in Å:
C 1.27 1.54 0.27  -1.128
C -1.25 -0.93 -1.09  -1.310
C 1.26 -1.10 -0.87  -1.512
C 0.00 -0.44 -0.43  1.200
N 0.02 0.81 0.09  -0.019
H 1.03 2.54 0.62  0.376
H 1.93 1.06 1.00  0.422
H 1.79 1.63 -0.68  0.337
H -1.39 -1.99 -0.90  0.293
H -2.12 -0.37 -0.76  0.390
H 1.65 -0.59 -1.77  0.362
H 2.02 -1.03 -0.10  0.379
H 1.08 -2.14 -1.12  0.396
H -1.12 -0.78 -2.17  0.369
C -0.73 0.48 1.43  -0.043
O -2.05 0.95 1.44  -0.520
O -0.60 -0.85 1.46  -0.729
H -2.59 0.14 1.39  0.366
H -0.19 1.07 2.19  0.373

## Properties
lowest unoccupied orbital energy: 0.49 eV
HOMO-LUMO gap: 9.0 eV
energy above the lowest of the compared OMol25 structures with the same formula, charge and spin: 69.9 kcal/mol
molar mass: 117.15 g/mol

Entry 6:
DFT (wB97M-V/def2-TZVPD) results for C5H11NO2 as an isolated structure.

Each line ends with the Mulliken charge.
Positions of all 19 atoms, in Å:
C 1.44 0.89 -0.97  -0.565
C 0.07 0.50 -1.57  -0.370
C 1.32 0.86 0.54  0.025
C -1.95 -1.60 0.74  -1.283
C -0.51 -1.10 0.85  -0.276
N -0.48 0.34 0.67  -0.291
O -0.90 0.76 -0.59  -0.315
O 1.43 2.03 1.22  -0.520
H 2.21 0.20 -1.31  0.267
H 1.71 1.90 -1.28  0.288
H -0.20 1.11 -2.44  0.374
H 0.07 -0.56 -1.87  0.243
H 1.86 0.08 1.06  0.377
H -2.35 -1.39 -0.25  0.283
H -1.98 -2.68 0.90  0.396
H -2.57 -1.11 1.47  0.316
H -0.13 -1.27 1.86  0.401
H 0.13 -1.64 0.14  0.312
H 0.83 2.68 0.82  0.337

## Properties
lowest unoccupied orbital energy: 0.92 eV
HOMO-LUMO gap: 9.7 eV
energy above the lowest of the compared OMol25 structures with the same formula, charge and spin: 84.5 kcal/mol
molar mass: 117.15 g/mol

Entry 7:
DFT (wB97M-V/def2-TZVPD) results for the molecule C5H11NO2.

Each line ends with the Mulliken charge.
Positions of all 19 atoms, in Å:
C -0.92 -1.08 0.97  -1.384
C -0.84 0.05 -0.06  0.442
C -1.35 -0.14 -1.48  -1.277
C 0.68 0.41 -0.37  -0.463
N 1.42 -0.67 -1.05  -0.657
C 1.28 0.80 0.97  0.256
O 2.18 0.19 1.51  -0.569
O 0.63 1.94 1.36  -0.424
H -0.05 -1.60 1.22  0.372
H -1.27 -0.60 1.81  0.378
H -1.77 -1.82 0.60  0.315
H -1.39 0.97 0.38  0.361
H -0.68 0.45 -2.21  0.317
H -2.39 0.14 -1.70  0.357
H -1.19 -1.29 -1.80  0.290
H 0.79 1.37 -0.89  0.588
H 2.34 -0.23 -1.18  0.342
H 1.50 -1.22 -0.19  0.406
H 1.05 2.34 2.14  0.350

## Properties
lowest unoccupied orbital energy: 0.59 eV
HOMO-LUMO gap: 10.5 eV
SMILES: CC(C)[C@H](N)C(=O)O
energy above the lowest of the compared OMol25 structures with the same formula, charge and spin: 37.1 kcal/mol
molar mass: 117.15 g/mol

Entry 8:
DFT (wB97M-V/def2-TZVPD) results for the molecule C5H11NO2.

Each line ends with the Mulliken charge.
Positions of all 19 atoms, in Å:
C -1.26 0.58 -1.85  -0.881
N -0.68 -0.44 -0.99  -0.371
C 0.13 0.00 0.33  1.702
C -0.66 0.59 1.48  -1.644
C 1.35 0.82 -0.06  -1.636
C 0.39 -1.49 0.55  0.103
O -0.18 -2.55 0.28  -0.569
O 1.40 -1.59 1.51  -0.478
H -0.49 0.96 -2.53  0.283
H -1.70 1.39 -1.26  0.305
H -2.02 0.12 -2.48  0.299
H -0.21 -1.13 -1.59  0.246
H -0.03 0.64 2.37  0.382
H -1.00 1.61 1.27  0.419
H -1.52 -0.05 1.75  0.378
H 2.02 0.94 0.80  0.386
H 1.94 0.34 -0.84  0.353
H 1.05 1.81 -0.41  0.385
H 1.47 -2.55 1.68  0.338

## Properties
lowest unoccupied orbital energy: 0.75 eV
HOMO-LUMO gap: 9.2 eV
SMILES: CNC(C)(C)C(=O)O
energy above the lowest of the compared OMol25 structures with the same formula, charge and spin: 40.4 kcal/mol
molar mass: 117.15 g/mol

Entry 9:
DFT (wB97M-V/def2-TZVPD) results for the molecule C5H11NO2.

Each line ends with the Mulliken charge.
Positions of all 19 atoms, in Å:
C 1.42 0.95 0.55  -1.749
C 0.06 0.39 0.15  1.502
C -0.99 1.50 0.07  -1.815
C 0.14 -0.33 -1.23  -0.719
C 0.28 -1.79 -0.94  -0.053
O -0.67 -2.54 -0.84  -0.556
N -0.36 -0.48 1.33  -0.468
O -1.63 -1.03 1.23  -0.440
H 1.36 1.38 1.54  0.429
H 2.17 0.16 0.57  0.385
H 1.73 1.72 -0.16  0.401
H -1.97 1.07 -0.08  0.398
H -0.75 2.18 -0.75  0.396
H -0.99 2.06 1.00  0.425
H -0.78 -0.17 -1.79  0.373
H 1.00 0.05 -1.81  0.376
H 1.31 -2.16 -0.76  0.379
H 0.31 -1.23 1.47  0.330
H -1.64 -1.71 0.47  0.406

## Properties
lowest unoccupied orbital energy: 0.64 eV
HOMO-LUMO gap: 10.0 eV
SMILES: CC(C)(CC=O)NO
energy above the lowest of the compared OMol25 structures with the same formula, charge and spin: 65.0 kcal/mol
molar mass: 117.15 g/mol

Entry 10:
DFT (wB97M-V/def2-TZVPD) results for the molecule C5H11NO2.

Each line ends with the Mulliken charge.
Positions of all 19 atoms, in Å:
C 1.39 -1.29 -0.71  -1.267
C -0.02 -0.36 -1.05  -0.311
O 0.30 0.66 -1.89  -0.612
C -0.48 0.14 0.34  1.273
C -1.59 1.19 0.21  -1.757
N -0.97 -0.97 1.13  -0.728
C 0.78 0.79 0.88  -0.226
O 1.40 1.65 0.26  -0.550
H 1.02 -2.27 -0.43  0.411
H 1.89 -1.35 -1.68  0.369
H 2.19 -1.00 -0.03  0.326
H -0.74 -1.04 -1.50  0.509
H 0.92 1.27 -1.36  0.428
H -1.34 1.92 -0.55  0.307
H -2.52 0.69 -0.07  0.428
H -1.72 1.72 1.16  0.472
H -0.23 -1.62 1.37  0.259
H -1.37 -0.64 2.01  0.294
H 1.06 0.50 1.91  0.374

## Properties
lowest unoccupied orbital energy: 0.64 eV
HOMO-LUMO gap: 10.1 eV
SMILES: C[C@H](O)[C@@](C)(N)C=O
energy above the lowest of the compared OMol25 structures with the same formula, charge and spin: 42.9 kcal/mol
molar mass: 117.15 g/mol

Entry 11:
DFT (wB97M-V/def2-TZVPD) results for the molecule C5H11NO2.

Each line ends with the Mulliken charge.
Positions of all 19 atoms, in Å:
C -1.96 1.29 -1.18  -1.093
C -1.00 0.81 0.01  0.367
O -1.11 1.71 1.10  -0.575
C 0.42 0.61 -0.44  -0.924
C 0.92 -0.86 -0.43  -0.716
N 1.64 -1.16 0.82  -0.114
C 1.48 -2.38 1.43  0.057
O 2.20 -2.76 2.32  -0.547
H -2.74 0.55 -1.31  0.247
H -1.34 1.34 -2.08  0.323
H -2.47 2.19 -0.82  0.348
H -1.40 -0.13 0.43  0.288
H -1.15 2.63 0.84  0.307
H 0.62 1.08 -1.40  0.532
H 1.09 1.14 0.25  0.259
H 1.67 -0.93 -1.21  0.266
H 0.05 -1.49 -0.51  0.484
H 2.52 -0.68 0.95  0.223
H 0.56 -2.97 1.24  0.268

## Properties
lowest unoccupied orbital energy: 0.86 eV
HOMO-LUMO gap: 10.5 eV
SMILES: C[C@H](O)CCNC=O
energy above the lowest of the compared OMol25 structures with the same formula, charge and spin: 33.4 kcal/mol
molar mass: 117.15 g/mol

Entry 12:
DFT (wB97M-V/def2-TZVPD) results for C5H11NO2 as an isolated structure.

Each line ends with the Mulliken charge.
Positions of all 19 atoms, in Å:
C -1.17 -1.00 -0.30  -0.105
C 0.34 -0.69 2.08  -0.856
C -2.24 -0.13 -0.85  -1.011
C 0.93 0.71 0.11  0.648
C 1.12 0.24 -1.09  -0.873
N 2.05 0.71 -2.00  -0.410
O -0.17 0.04 0.95  -0.192
O 1.48 1.74 0.84  -0.554
H 0.81 2.42 0.99  0.321
H 2.78 1.33 -1.65  0.201
H 2.26 0.11 -2.78  0.212
H -0.55 -1.53 -1.01  0.361
H -1.48 -1.62 0.53  0.314
H 0.95 -1.53 1.72  0.351
H -0.51 -1.05 2.66  0.324
H 0.94 -0.02 2.68  0.326
H -2.47 0.66 -0.14  0.307
H -1.91 0.34 -1.78  0.281
H -3.16 -0.72 -0.99  0.359

## Properties
lowest unoccupied orbital energy: 0.43 eV
HOMO-LUMO gap: 7.0 eV
energy above the lowest of the compared OMol25 structures with the same formula, charge and spin: 157.4 kcal/mol
molar mass: 117.15 g/mol